[1]
DFT (wB97M-V/def2-TZVPD) results for 2 unconnected molecules or ions with the total composition CH2OS2.

Structure (XYZ):
```
6
Properties=species:S:1:pos:R:3:nbo_charge:R:1
C -0.5740 -0.0540 -0.6862 -0.5825
O 2.0852 -0.9638 0.2677 -0.7287
S -1.3765 1.0789 0.0371 0.3129
S 1.9612 0.2743 -0.5640 0.7360
H -0.3638 -1.1065 -0.3538 0.2133
H -1.7322 0.7710 1.2992 0.0490
```

The calculated total energy comes out at -24782.255 eV. For the energy above the lowest of the compared OMol25 structures with the same formula, charge and spin, the calculation gives 484.40 kJ/mol. The orbital gap (alpha / beta) comes out at 7.26 / 6.95 eV.


[2]
DFT (wB97M-V/def2-TZVPD) results for a single CH2OS2 molecule.

Structure (XYZ):
```
6
Properties=species:S:1:pos:R:3:nbo_charge:R:1
C 0.0926 0.2022 -0.0729 -0.0375
H -0.7507 1.5492 0.2256 0.4570
H -2.0521 0.7636 -0.0483 0.0895
O 0.2661 1.5568 -0.0057 -0.6184
S -1.5635 -0.4867 0.0071 0.1390
S 1.5709 -0.5121 0.0120 -0.0296
```

The calculated total energy comes out at -24785.501 eV. For the energy above the lowest of the compared OMol25 structures with the same formula, charge and spin, the calculation gives 171.18 kJ/mol. The orbital gap comes out at 8.85 eV. Its SMILES is OC(=S)S.


[3]
DFT (wB97M-V/def2-TZVPD) results for a single CH2OS2 molecule.

Structure (XYZ):
```
6
Properties=species:S:1:pos:R:3:nbo_charge:R:1
C 0.1502 -0.0949 -0.1899 -0.5823
O -2.5010 -1.1009 -0.1927 -0.8144
S 1.3481 1.1832 -0.2655 0.0829
S -1.9129 0.2256 -0.3193 0.9809
H 0.6573 -0.8865 0.4089 0.2086
H 2.2584 0.6735 0.5584 0.1242
```

The calculated total energy comes out at -24783.724 eV. For the energy above the lowest of the compared OMol25 structures with the same formula, charge and spin, the calculation gives 342.70 kJ/mol. The orbital gap (alpha / beta) comes out at 8.49 / 6.98 eV.


[4]
DFT (wB97M-V/def2-TZVPD) results for a single CH2P2S3 molecule.

Structure (XYZ):
```
8
Properties=species:S:1:pos:R:3:nbo_charge:R:1
C -0.4042 -0.0732 0.9208 -1.1954
P 0.3263 -1.7292 0.6045 0.6847
P -0.5789 1.2529 -0.4799 0.6101
S -1.6221 0.6537 -1.9986 -0.5567
S 1.7889 -1.1180 -0.7068 0.0496
S 1.6984 0.8444 -1.1422 -0.1830
H -1.4592 -0.4511 1.1697 0.2813
H 0.2508 0.6205 1.6326 0.3094
```

The calculated total energy comes out at -52151.576 eV. For the energy above the lowest of the compared OMol25 structures with the same formula, charge and spin, the calculation gives 204.95 kJ/mol. The orbital gap (alpha / beta) comes out at 5.20 / 5.20 eV.


[5]
DFT (wB97M-V/def2-TZVPD) results for 16 unconnected molecules or ions with the total composition CH31O18.

Structure (XYZ):
```
50
Properties=species:S:1:pos:R:3:nbo_charge:R:1
C 0.1723 0.1190 -0.1855 1.0001
O 1.4233 -0.0880 -0.3815 -0.8073
O -0.5657 -0.8410 0.4295 -0.7419
O -0.4127 1.2000 -0.5065 -0.8100
H -0.0597 -1.6950 0.6135 0.5312
O 2.0513 -2.3630 -1.5215 -0.9698
H 2.4673 -2.0400 -2.3005 0.4564
H 1.6083 -1.5710 -1.1015 0.4755
O 2.6173 -0.6800 2.1545 -0.9574
H 1.9553 -0.4580 1.4905 0.4753
H 2.9773 0.1440 2.4215 0.4734
O 0.1643 3.4190 -2.0535 -0.9490
H -0.0187 2.5370 -1.7095 0.4930
H -0.4287 3.9740 -1.5355 0.4436
O -1.6637 -3.5900 -0.2645 -0.9482
H -1.9627 -2.7900 -0.6615 0.4841
H -2.4927 -3.9550 0.0425 0.4652
O 2.5873 2.1760 0.0995 -1.0397
H 2.3023 1.2170 -0.0855 0.4828
H 1.7573 2.5970 0.3095 0.4994
O 0.3873 3.1530 1.2145 -0.9260
H -0.0947 3.8430 0.7985 0.4537
H -0.2567 2.4470 1.0995 0.4967
O -3.9427 -0.9540 0.2025 -0.9618
H -3.2847 -0.2730 0.3165 0.4913
H -3.9017 -1.1510 -0.7115 0.4624
O -2.8527 0.7800 -2.1515 -0.9528
H -2.0377 0.7770 -1.6465 0.4778
H -2.5057 1.3120 -2.8795 0.4642
O -0.7757 -1.6110 -2.6365 -0.9226
H -0.2157 -1.1200 -2.0765 0.4561
H -1.0727 -1.0080 -3.2885 0.4678
O -2.2367 -1.4630 2.8165 -0.9558
H -2.3477 -1.5220 1.8895 0.4634
H -1.4197 -1.9480 2.8685 0.4703
O -0.2767 0.7330 2.9005 -0.9594
H -0.5717 0.1130 2.2685 0.4781
H -0.0107 0.3200 3.7175 0.4767
O -0.1857 -3.1450 2.8345 -0.9500
H 0.6733 -3.2200 2.4635 0.4897
H -0.7107 -3.8510 2.4455 0.4871
O -2.4947 1.5450 0.8315 -0.9747
H -2.9637 2.2110 0.3485 0.4631
H -1.7617 1.3130 0.2645 0.4692
O 4.7383 0.1660 -0.6795 -0.9485
H 4.2433 0.9340 -0.3515 0.4835
H 4.2173 -0.0580 -1.4575 0.4624
O 2.4823 1.5570 -2.5695 -0.9688
H 2.1503 0.7210 -2.2795 0.4564
H 2.5503 2.0850 -1.8045 0.4938
```

The calculated total energy comes out at -38399.171 eV. For the energy above the lowest of the compared OMol25 structures with the same formula, charge and spin, the calculation gives 66.90 kJ/mol. Its total charge is -1. The orbital gap comes out at 10.22 eV.


[6]
DFT (wB97M-V/def2-TZVPD) results for a molecular structure, CH33LiO16.

Structure (XYZ):
```
51
Properties=species:S:1:pos:R:3:nbo_charge:R:1
Li -0.8471 0.1622 -1.7357 0.8604
C 0.3341 0.1611 -0.0662 -0.3445
O -0.6625 -0.6625 -0.7422 -1.0233
H 0.0807 1.0992 0.3080 0.1880
H 1.2439 0.1487 -0.8332 0.1596
H 0.8273 -0.1700 0.8541 0.1781
O 0.3569 1.6517 -2.9054 -0.9480
H 1.0280 1.0862 -3.1472 0.4983
H 0.0094 1.8396 -3.7711 0.4835
O 2.5845 1.9644 1.4023 -0.9451
H 2.3206 2.3563 2.1576 0.4658
H 2.2590 1.0703 1.2187 0.4836
O 1.9182 -2.3022 -1.5901 -1.0065
H 1.3799 -1.4688 -1.3271 0.4900
H 2.0620 -2.8775 -0.8475 0.5056
O -2.3148 1.6801 -1.1229 -0.9909
H -2.3431 2.7065 -1.0539 0.5141
H -2.9912 1.2140 -0.5722 0.4950
O -3.3420 -2.4322 0.2745 -0.9614
H -3.7805 -3.0517 0.7845 0.4458
H -2.5400 -2.3028 0.7719 0.4514
O 2.0337 -0.7766 3.2080 -0.9998
H 2.5580 -0.2180 3.7674 0.4784
H 1.1013 -0.4227 3.3150 0.5106
O 1.2472 2.7983 -0.8141 -0.9833
H 0.6742 2.6757 -0.0133 0.4737
H 0.9029 2.5155 -1.6244 0.4774
O -1.7966 1.0174 2.1536 -0.9483
H -2.6804 1.3416 2.1611 0.5060
H -1.6128 0.2061 1.8550 0.5168
O -1.5776 -1.5340 1.5872 -1.0297
H -1.5056 -2.5925 1.7329 0.4957
H -0.9644 -1.4149 0.6820 0.5279
O -1.8343 -0.6352 -3.1731 -0.9308
H -2.6245 -1.0114 -3.2117 0.4798
H -1.3260 -1.1552 -3.7966 0.4820
O 1.7759 -2.8982 1.1497 -0.9596
H 1.8198 -2.1351 1.6521 0.4917
H 2.6382 -3.3869 1.3468 0.4732
O -1.0419 3.6527 1.0281 -0.9617
H -1.2837 2.9483 1.5504 0.4746
H -0.1907 4.0910 1.3971 0.4900
O 0.0790 1.1187 3.4885 -0.9993
H -0.3151 1.6793 4.2966 0.4696
H -0.6802 1.0781 2.9260 0.4654
O 2.6633 0.2004 -3.4056 -0.9649
H 2.9600 -0.4831 -2.9989 0.4839
H 3.1889 0.5469 -4.2072 0.4985
O -0.7813 -3.3437 -1.2494 -0.9797
H -0.9822 -2.4559 -0.9834 0.4866
H -0.0283 -3.2792 -1.8765 0.4757
```

The calculated total energy comes out at -34532.954 eV. For the energy above the lowest of the compared OMol25 structures with the same formula, charge and spin, the calculation gives 0.00 kJ/mol. The orbital gap comes out at 9.31 eV.


[7]
DFT (wB97M-V/def2-TZVPD) results for a molecular structure, CH35O17Pb.

Structure (XYZ):
```
54
Properties=species:S:1:pos:R:3:nbo_charge:R:1
Pb 2.3278 2.2812 0.4443 1.6359
C 0.0220 -0.0617 -0.1248 -0.3105
O 0.7717 0.7315 0.7910 -1.0368
H -1.0008 0.0265 0.1471 0.1913
H 0.3389 -1.0404 0.0833 0.1887
H 0.2117 0.2515 -1.2011 0.1665
O -0.0485 2.0675 -3.4236 -0.9596
H -0.2940 1.6620 -2.5937 0.4484
H 0.3329 1.2441 -3.8505 0.4787
O 2.1877 -1.9930 -1.2643 -0.9737
H 3.1435 -1.9594 -0.9423 0.5030
H 2.2910 -2.3634 -2.1414 0.5070
O -4.1728 0.5133 -0.0258 -0.9718
H -3.7648 -0.3303 0.1304 0.4733
H -3.5537 0.9954 -0.5409 0.4690
O 2.3817 -0.9692 1.8764 -0.9810
H 2.3541 -1.8767 1.5855 0.4930
H 1.7606 -0.5786 1.2517 0.4985
O 0.8538 -0.3014 -4.2207 -0.9547
H 0.0515 -0.7868 -3.8905 0.4911
H 0.8360 -0.5533 -5.1042 0.4908
O -1.0543 -1.5835 -2.1664 -0.9273
H -0.3224 -1.2988 -1.6652 0.4667
H -0.6925 -2.2501 -2.7448 0.4794
O -0.2598 -2.2560 2.3888 -0.9762
H -1.1259 -2.1684 2.7995 0.5017
H 0.3436 -1.5558 2.6674 0.4903
O 2.7280 0.7161 -1.4006 -0.9925
H 2.3837 -0.1569 -1.3565 0.5121
H 2.8120 0.9054 -2.3205 0.5195
O -1.1758 1.0584 2.5660 -0.9689
H -0.4193 1.0487 3.2107 0.4692
H -0.6899 0.8297 1.7468 0.4749
O -1.8031 2.1771 -0.8676 -0.9434
H -2.1697 3.0029 -0.5615 0.4904
H -1.3311 1.8375 -0.1672 0.4618
O 0.1687 3.2704 1.4658 -0.9916
H -0.3911 3.0843 2.2397 0.5347
H 0.1764 4.2350 1.3568 0.4975
O -2.9821 0.4042 -2.6687 -0.9434
H -2.2945 -0.2183 -2.5966 0.4665
H -2.5740 1.2544 -2.7574 0.4708
O 0.8789 -0.0766 3.9119 -0.9966
H 1.6037 -0.3130 3.2761 0.5031
H 1.2524 0.1066 4.7721 0.4948
O 0.0621 -3.4376 -0.0556 -0.9561
H 0.8609 -3.0963 -0.4467 0.4516
H 0.0393 -2.9708 0.7854 0.4814
O -2.9011 -1.8306 0.4648 -0.9049
H -2.8558 -1.7580 1.4046 0.4667
H -2.0465 -1.5310 0.1397 0.4657
O 2.2687 2.1592 2.9213 -0.9371
H 1.5458 1.7831 3.3187 0.4992
H 2.9343 1.6697 3.3533 0.4929
```

The calculated total energy comes out at -41653.408 eV. Its total charge is +1. The orbital gap comes out at 6.72 eV.


[8]
DFT (wB97M-V/def2-TZVPD) results for a molecular structure, CH3BiN2O2Se3Te.

Structure (XYZ):
```
13
Properties=species:S:1:pos:R:3:nbo_charge:R:1
Bi -0.8726 1.5831 -0.1273 1.2255
N -1.8407 -1.1251 -0.2357 -0.6641
N -0.7026 -1.7830 0.0800 -0.4943
C 0.3243 -1.0709 0.6454 0.8892
O 1.4268 -1.5419 0.5798 -0.6421
O -0.0043 0.1297 1.1893 -0.8471
H -2.7139 -1.4516 0.2580 0.3592
H -2.1201 -1.2211 -1.2310 0.3601
H -0.4854 -2.6233 -0.3809 0.3869
Se 0.4559 3.5658 0.9888 -0.3647
Se 2.5945 3.5065 0.1156 -0.1233
Te 2.8685 1.0620 0.0073 0.3949
Se 1.0697 0.9697 -1.8893 -0.4802
```

The calculated total energy comes out at -217333.804 eV. For the energy above the lowest of the compared OMol25 structures with the same formula, charge and spin, the calculation gives 0.00 kJ/mol. The orbital gap comes out at 6.99 eV.